{
  "formula": "C4H9N2O",
  "method": "ωB97M-V with the def2-TZVPD basis set",
  "elements": ["O", "N", "N", "C", "C", "C", "C", "H", "H", "H", "H", "H", "H", "H", "H", "H"],
  "positions_angstrom": [[-0.04, 2.29, 0.25], [-0.69, -1.35, 1.47], [1.13, -0.77, 0.32], [0.18, 0.17, -1.74], [0.01, -0.42, -0.47], [0.67, -1.27, 1.51], [-1.11, -0.84, 0.21], [1.09, 0.79, -1.93], [-1.28, -1.61, 2.30], [-2.10, -0.46, 0.21], [-1.00, 2.20, 0.15], [2.10, -0.59, 0.10], [-0.61, 0.86, -2.15], [0.07, 3.23, 0.11], [1.38, -1.63, 2.24], [0.21, -0.61, -2.58]],
  "total_energy_ha": -342.321006,
  "total_charge": 1,
  "gap_ev": 10.53,
  "lumo_energy_ev": -3.334,
  "largest_force_ev_per_a": 5.74,
  "de_lowest_kj_mol": 95.2,
  "spin_multiplicity": 1
}